#a
Here is one molecule with the formula C3H9N5 from OMol25. Energies are from the ωB97M-V functional and the def2-TZVPD basis.

Cartesian coordinates (Å):
C: 1.73 1.50 0.16
N: 0.66 0.57 -0.11
C: 0.69 0.04 -1.42
N: -0.27 -0.32 -2.19
N: -1.60 -0.05 -1.81
C: -0.05 0.03 0.97
N: -0.88 -0.93 0.78
N: -1.60 -1.43 1.85
H: 1.69 1.74 1.28
H: 1.88 2.39 -0.41
H: 2.73 1.02 -0.02
H: 1.77 -0.21 -1.80
H: -2.16 -0.49 -2.53
H: -1.78 -0.54 -0.89
H: 0.12 0.61 1.91
H: -1.87 -2.33 1.55
H: -1.05 -1.59 2.68

Computed properties:
HOMO level: -8.0 eV
LUMO energy: 0.9 eV
net charge: 0
gap between HOMO and LUMO: 8.8 eV
structure (SMILES): CN(/C=N\N)/C=N/N

#b
Here is C3H9N5 as an isolated structure from OMol25. Energies are from the ωB97M-V functional and the def2-TZVPD basis.

Cartesian coordinates (Å):
C: 0.72 -0.07 -1.52
N: -0.58 0.46 0.79
C: -0.92 -1.10 0.82
C: 0.87 -0.40 -0.05
N: -1.55 1.34 0.24
N: 2.14 -0.16 0.45
N: 0.27 -1.55 0.47
N: -2.09 -1.58 0.81
H: -0.16 0.82 1.65
H: -1.11 2.21 -0.07
H: -1.96 0.89 -0.57
H: 2.35 -0.54 1.36
H: 2.68 0.62 0.12
H: -2.77 -0.92 1.17
H: 1.40 -0.72 -2.08
H: -0.29 -0.25 -1.87
H: 0.99 0.97 -1.73

Computed properties:
HOMO level: -7.9 eV
LUMO energy: 0.6 eV
net charge: 0
gap between HOMO and LUMO: 8.5 eV

Most stable structure - #b; separation to the second - 0.238 eV.

#a
Here is one molecule with the formula C3H9N5 from OMol25. Energies are from the ωB97M-V functional and the def2-TZVPD basis.

Cartesian coordinates (Å):
H: -0.68 -1.26 -2.46
N: -1.20 -0.62 -1.85
C: -0.56 -0.51 -0.74
N: 0.72 -1.13 -0.54
N: 1.77 -0.87 -1.44
N: -0.78 0.30 0.31
C: -1.73 1.38 0.21
N: 0.79 0.50 1.01
C: 0.86 0.00 2.18
H: 0.82 -1.81 0.21
H: 1.60 -0.03 -2.00
H: 2.59 -0.64 -0.88
H: -2.17 1.57 1.19
H: -2.60 1.19 -0.44
H: -1.27 2.30 -0.18
H: 0.20 -0.79 2.56
H: 1.63 0.40 2.85

Computed properties:
HOMO level (alpha / beta): -7.6 / -7.6 eV
LUMO energy (alpha / beta): 0.4 / 0.4 eV
net charge: 0
gap between HOMO and LUMO (alpha / beta): 7.9 / 7.9 eV
structure (SMILES): [H]/N=C(\NN)N(C)N=C

#b
Here is one molecule with the formula C3H9N5 from OMol25. Energies are from the ωB97M-V functional and the def2-TZVPD basis.

Cartesian coordinates (Å):
C: 0.01 0.22 -1.66
N: 1.12 -0.97 -0.08
C: -1.20 -0.26 0.51
C: 0.09 0.12 -0.21
N: 2.31 -0.62 0.57
N: -1.99 0.81 0.79
N: -1.43 -1.51 0.67
N: 0.43 1.48 -0.09
H: 0.69 -1.82 0.29
H: 2.20 0.29 1.02
H: 3.08 -0.59 -0.09
H: -2.76 0.70 1.43
H: -1.51 1.71 0.73
H: -2.32 -1.70 1.12
H: 1.31 1.72 -0.55
H: 0.90 0.37 -2.24
H: -0.92 0.03 -2.20

Computed properties:
HOMO level (alpha / beta): -8.0 / -7.9 eV
LUMO energy (alpha / beta): -0.1 / -0.3 eV
net charge: 0
gap between HOMO and LUMO (alpha / beta): 7.9 / 7.7 eV

Most stable structure - #b; separation to the second - 0.874 eV.

#a
Here is a 2-piece molecular cluster, C2H3ClNOP overall from OMol25. Energies are from the ωB97M-V functional and the def2-TZVPD basis.

Cartesian coordinates (Å):
C: 0.45 1.65 -1.00
C: -0.21 -0.82 1.67
N: 1.17 2.54 -0.90
O: -1.55 -0.09 -1.80
P: -0.38 0.06 -0.98
Cl: 1.17 -0.92 -1.87
H: 0.45 -1.31 1.08
H: 0.16 0.19 1.88
H: -1.26 -1.30 1.93

Computed properties:
HOMO level (alpha / beta): -10.0 / -10.0 eV
LUMO energy (alpha / beta): -1.5 / -2.3 eV
net charge: 0
gap between HOMO and LUMO (alpha / beta): 8.5 / 7.7 eV

#b
Here is one molecule with the formula C2H3ClNOP from OMol25. Energies are from the ωB97M-V functional and the def2-TZVPD basis.

Cartesian coordinates (Å):
Cl: 2.67 -0.25 -1.04
P: 1.78 -0.12 0.68
N: 0.46 1.45 0.21
C: -0.61 0.87 0.05
C: -0.75 -0.63 0.06
O: 0.55 -1.13 0.38
H: -1.58 1.56 -0.15
H: -1.58 -0.83 0.71
H: -0.94 -0.92 -0.90

Computed properties:
HOMO level: -9.1 eV
LUMO energy: 0.5 eV
net charge: 0
gap between HOMO and LUMO: 9.7 eV
structure (SMILES): ClP1N=CCO1

Most stable structure - #b; separation to the second - 2.057 eV.

#a
Here is a 2-piece molecular cluster, ClN2O2 overall from OMol25. Energies are from the ωB97M-V functional and the def2-TZVPD basis.

Cartesian coordinates (Å):
N: 0.28 -0.44 -2.10
N: -0.32 -0.80 -1.22
O: 0.33 1.64 1.12
O: -0.96 -1.28 -0.39
Cl: 0.68 0.88 2.57

Computed properties:
HOMO level: -2.5 eV
LUMO energy: 4.1 eV
net charge: -1
gap between HOMO and LUMO: 6.6 eV

#b
Here is ClN2O2 as an isolated structure from OMol25. Energies are from the ωB97M-V functional and the def2-TZVPD basis.

Cartesian coordinates (Å):
N: 0.27 0.86 -0.08
N: -0.54 -0.08 0.01
O: -0.40 -1.29 -0.02
O: -1.71 0.46 0.06
Cl: 2.38 0.04 0.02

Computed properties:
HOMO level: -5.2 eV
LUMO energy: 3.3 eV
net charge: -1
gap between HOMO and LUMO: 8.5 eV

Most stable structure - #a; separation to the second - 0.518 eV.

#a
Here is one molecule with the formula C8H8N2O2 from OMol25. Energies are from the ωB97M-V functional and the def2-TZVPD basis.

Cartesian coordinates (Å):
C: 2.77 -0.46 1.14
C: 1.95 -0.16 -0.16
O: 2.84 -0.36 -1.23
N: 1.19 1.05 -0.25
C: -0.05 0.87 -0.36
C: -1.04 1.87 -0.32
C: -2.31 1.50 -0.26
C: -2.64 0.10 -0.14
C: -1.76 -0.95 -0.09
O: -2.07 -2.20 0.06
C: -0.35 -0.61 -0.16
N: 0.67 -1.34 -0.11
H: 2.41 0.02 2.09
H: 3.78 -0.39 0.81
H: 2.81 -1.54 1.37
H: 2.45 0.17 -1.94
H: -0.87 2.98 -0.09
H: -3.09 2.12 -0.43
H: -3.71 -0.23 -0.04
H: -2.96 -2.43 0.10

Computed properties:
HOMO level: -8.3 eV
LUMO energy: -0.8 eV
net charge: 0
gap between HOMO and LUMO: 7.5 eV
structure (SMILES): C[C@]1(O)N=c2cccc(O)c2=N1

#b
Here is one molecule with the formula C8H8N2O2 from OMol25. Energies are from the ωB97M-V functional and the def2-TZVPD basis.

Cartesian coordinates (Å):
H: 1.59 2.77 0.61
N: 0.64 2.63 0.50
C: 0.18 1.53 0.16
C: -1.26 1.22 -0.10
O: -2.10 2.01 -0.40
C: -1.52 -0.25 0.02
C: -2.77 -0.79 -0.70
C: -1.54 -0.46 1.42
N: -1.45 -0.54 2.55
C: -0.13 -0.85 -0.64
O: -0.01 -1.87 -1.24
C: 0.95 0.28 -0.31
C: 1.94 -0.26 0.68
H: -3.49 0.04 -1.03
H: -3.31 -1.49 0.05
H: -2.44 -1.55 -1.51
H: 1.52 0.53 -1.24
H: 1.88 -1.42 0.69
H: 1.81 0.02 1.82
H: 3.02 0.01 0.44

Computed properties:
HOMO level: -10.2 eV
LUMO energy: -0.9 eV
net charge: 0
gap between HOMO and LUMO: 9.3 eV
structure (SMILES): [H]/N=C1/C(=O)[C@](C)(C#N)C(=O)[C@@H]1C

#c
Here is one molecule with the formula C8H8N2O2 from OMol25. Energies are from the ωB97M-V functional and the def2-TZVPD basis.

Cartesian coordinates (Å):
C: -2.71 -1.36 0.50
O: -2.05 -0.88 -0.69
N: -1.11 0.01 -0.32
C: -1.52 1.32 -0.21
O: -2.69 1.72 -0.44
N: -0.33 2.00 0.09
C: 0.73 1.14 -0.01
C: 2.14 1.29 -0.03
C: 2.98 0.24 -0.11
C: 2.47 -1.09 -0.15
C: 1.08 -1.22 -0.38
C: 0.26 -0.11 -0.18
H: -3.70 -0.72 0.80
H: -3.19 -2.31 0.16
H: -2.04 -1.53 1.37
H: -0.39 2.97 0.38
H: 2.55 2.30 -0.04
H: 4.00 0.51 0.01
H: 3.03 -2.10 -0.24
H: 0.49 -2.16 -0.53

Computed properties:
HOMO level: -8.3 eV
LUMO energy: 0.8 eV
net charge: 0
gap between HOMO and LUMO: 9.2 eV
structure (SMILES): COn1c(=O)[nH]c2ccccc21

Most stable structure - #c; separation to the second - 0.269 eV.

#a
Here is an isolated ion of composition CH8N4P and charge +1 from OMol25. Energies are from the ωB97M-V functional and the def2-TZVPD basis.

Cartesian coordinates (Å):
N: -2.41 -0.50 -0.06
P: -1.07 -1.10 -1.04
N: 0.18 0.24 -0.48
C: 0.98 0.14 0.55
N: 1.89 1.16 0.80
N: 0.66 -0.84 1.43
H: -2.75 -1.18 0.64
H: -3.17 -0.16 -0.65
H: -1.58 -0.28 -2.18
H: 0.52 0.91 -1.23
H: 1.93 1.64 1.72
H: 2.08 1.68 -0.02
H: 1.27 -1.04 2.20
H: -0.18 -1.34 1.12

Computed properties:
HOMO level: -14.0 eV
LUMO energy: -3.5 eV
net charge: +1
gap between HOMO and LUMO: 10.5 eV
structure (SMILES): NP[NH+]=C(N)N

#b
Here is a 2-piece molecular cluster, CH8N4P overall from OMol25. Energies are from the ωB97M-V functional and the def2-TZVPD basis.

Cartesian coordinates (Å):
C: 0.63 -1.38 0.11
N: 1.32 -2.23 -0.22
N: -2.89 -0.54 -0.16
N: 1.33 1.13 -0.35
N: 2.62 0.72 0.15
P: -0.45 0.03 -0.13
H: -3.27 -1.39 0.30
H: -3.60 0.14 0.31
H: 1.39 1.10 -1.30
H: 1.16 2.07 -0.14
H: 2.68 -0.25 0.20
H: 2.91 1.15 1.02
H: -0.50 0.19 1.33
H: -3.32 -0.74 -1.12

Computed properties:
HOMO level: -14.1 eV
LUMO energy: -4.7 eV
net charge: +1
gap between HOMO and LUMO: 9.4 eV

Most stable structure - #a; separation to the second - 3.351 eV.

#a
Here is an isolated ion of composition C3H9N2O and charge -1 from OMol25. Energies are from the ωB97M-V functional and the def2-TZVPD basis.

Cartesian coordinates (Å):
N: 1.42 -1.62 1.16
C: 1.52 -0.78 -0.06
C: 0.17 -0.56 -0.73
N: -0.84 -0.12 0.21
C: -0.92 1.40 0.24
O: -1.40 1.93 -0.87
H: 1.33 -2.58 0.83
H: 0.56 -1.36 1.62
H: 1.97 0.15 0.27
H: 2.17 -1.30 -0.75
H: 0.22 0.12 -1.61
H: -0.14 -1.49 -1.24
H: -1.78 -0.35 -0.11
H: 0.11 1.75 0.46
H: -1.55 1.59 1.14

Computed properties:
HOMO level: -2.4 eV
LUMO energy: 4.3 eV
net charge: -1
gap between HOMO and LUMO: 6.7 eV
structure (SMILES): NCCNC[O-]

#b
Here is an isolated ion of composition C3H9N2O and charge -1 from OMol25. Energies are from the ωB97M-V functional and the def2-TZVPD basis.

Cartesian coordinates (Å):
N: 0.03 -1.87 1.22
C: 1.02 -0.85 0.63
C: 0.53 -0.48 -0.76
N: -0.72 0.39 -0.75
C: -0.83 1.83 -0.19
O: -1.23 2.71 -1.10
H: -0.69 -1.86 0.49
H: -0.59 -1.45 1.92
H: 1.01 0.07 1.23
H: 1.97 -1.37 0.66
H: 1.29 0.17 -1.14
H: 0.36 -1.42 -1.30
H: -0.92 0.54 -1.73
H: 0.24 1.95 0.14
H: -1.46 1.66 0.70

Computed properties:
HOMO level: -2.6 eV
LUMO energy: 4.2 eV
net charge: -1
gap between HOMO and LUMO: 6.8 eV
structure (SMILES): NCCNC[O-]

Most stable structure - #a; separation to the second - 0.784 eV.

#a
Here is one molecule with the formula CN2O3S from OMol25. Energies are from the ωB97M-V functional and the def2-TZVPD basis.

Cartesian coordinates (Å):
C: 0.84 -0.03 -0.26
N: -0.99 -0.85 -0.43
N: 0.05 1.05 0.07
O: -1.04 0.38 0.60
O: -0.87 -1.88 0.10
O: -0.05 2.11 -0.42
S: 2.06 -0.79 0.34

Computed properties:
HOMO level (alpha / beta): -9.1 / -9.1 eV
LUMO energy (alpha / beta): -1.7 / -1.7 eV
net charge: 0
gap between HOMO and LUMO (alpha / beta): 7.4 / 7.4 eV

#b
Here is a 2-piece molecular cluster, CN2O3S overall from OMol25. Energies are from the ωB97M-V functional and the def2-TZVPD basis.

Cartesian coordinates (Å):
C: 0.77 0.11 0.16
N: -0.93 1.34 0.71
N: 0.01 -1.03 -0.11
O: -1.41 1.81 -0.22
O: -0.67 -0.93 -1.12
O: 0.01 -1.93 0.69
S: 2.22 0.63 -0.12

Computed properties:
HOMO level (alpha / beta): -8.8 / -9.0 eV
LUMO energy (alpha / beta): -1.2 / -1.5 eV
net charge: 0
gap between HOMO and LUMO (alpha / beta): 7.5 / 7.5 eV

Most stable structure - #b; separation to the second - 1.057 eV.

#a
Here is one molecule with the formula CH3FOS from OMol25. Energies are from the ωB97M-V functional and the def2-TZVPD basis.

Cartesian coordinates (Å):
F: -1.06 -0.26 0.94
C: -0.20 -0.73 -0.02
O: 1.15 -0.05 0.15
S: 1.09 1.60 -0.17
H: -0.39 -0.54 -1.14
H: -0.18 -1.82 0.25
H: 0.28 1.90 0.96

Computed properties:
HOMO level: -9.4 eV
LUMO energy: 0.6 eV
net charge: 0
gap between HOMO and LUMO: 10.0 eV
structure (SMILES): FCOS

#b
Here is a 2-piece molecular cluster, CH3FOS overall from OMol25. Energies are from the ωB97M-V functional and the def2-TZVPD basis.

Cartesian coordinates (Å):
C: 1.44 -0.04 -0.43
O: -1.44 -0.97 -0.02
F: 0.66 0.96 -0.05
S: -1.85 0.44 0.12
H: 1.79 -0.68 0.36
H: 1.43 -0.27 -1.47
H: -2.04 0.58 1.49

Computed properties:
HOMO level (alpha / beta): -8.5 / -9.0 eV
LUMO energy (alpha / beta): -0.8 / 0.5 eV
net charge: 0
gap between HOMO and LUMO (alpha / beta): 7.7 / 9.4 eV

Most stable structure - #a; separation to the second - 2.340 eV.

#a
Here is one molecule with the formula C18H24N4O3 from OMol25. Energies are from the ωB97M-V functional and the def2-TZVPD basis.

Cartesian coordinates (Å):
C: -6.62 -0.77 -1.07
C: -6.17 -0.26 0.29
O: -4.99 0.53 0.19
C: -3.82 -0.14 0.14
O: -3.73 -1.34 0.21
C: -2.66 0.77 0.02
C: -2.79 2.16 0.03
C: -1.67 2.96 -0.07
C: -0.39 2.40 -0.18
N: 0.71 3.23 -0.27
C: 2.04 2.94 0.02
O: 2.94 3.54 -0.55
N: 2.22 2.05 1.02
C: 3.47 1.32 1.18
C: 3.38 0.01 0.49
C: 3.86 -0.31 -0.81
C: 4.64 0.56 -1.72
N: 3.51 -1.54 -1.13
N: 2.83 -2.04 -0.09
C: 2.28 -3.36 -0.18
C: 0.80 -3.35 -0.54
C: 2.71 -1.13 0.91
C: 1.99 -1.40 2.18
C: -0.27 1.00 -0.23
C: -1.39 0.21 -0.13
H: -5.87 -1.44 -1.48
H: -7.55 -1.32 -0.97
H: -6.76 0.06 -1.76
H: -6.92 0.40 0.73
H: -5.98 -1.10 0.96
H: -3.77 2.60 0.12
H: -1.77 4.03 -0.06
H: 0.56 4.13 -0.71
H: 1.40 1.62 1.41
H: 3.66 1.20 2.25
H: 4.25 1.94 0.74
H: 5.67 0.65 -1.37
H: 4.65 0.13 -2.72
H: 4.21 1.56 -1.76
H: 2.43 -3.88 0.78
H: 2.85 -3.88 -0.95
H: 0.21 -2.88 0.24
H: 0.65 -2.80 -1.47
H: 0.44 -4.36 -0.68
H: 2.21 -2.40 2.55
H: 0.91 -1.32 2.04
H: 2.28 -0.67 2.93
H: 0.69 0.55 -0.40
H: -1.31 -0.87 -0.18

Computed properties:
HOMO level: -8.6 eV
LUMO energy: 0.5 eV
net charge: 0
gap between HOMO and LUMO: 9.1 eV
structure (SMILES): CCOC(=O)c1ccc(NC(=O)NCc2c(C)nn(CC)c2C)cc1

#b
Here is one molecule with the formula C18H24N4O3 from OMol25. Energies are from the ωB97M-V functional and the def2-TZVPD basis.

Cartesian coordinates (Å):
C: -6.85 -0.18 1.39
O: -6.01 -0.41 0.29
C: -4.73 0.04 0.36
C: -4.18 0.74 1.42
C: -2.86 1.16 1.39
C: -2.05 0.88 0.30
C: -0.65 1.29 0.21
C: 0.06 1.89 1.28
C: 1.38 2.21 1.08
C: 1.95 1.90 -0.17
N: 3.24 2.22 -0.45
C: 3.95 1.50 -1.48
C: 4.65 0.26 -0.90
N: 3.74 -0.51 -0.07
C: 2.82 -1.33 -0.84
C: 1.80 -1.95 0.11
O: 2.43 -2.73 1.10
C: 3.34 -1.94 1.83
C: 4.40 -1.33 0.92
N: 1.21 1.34 -1.13
N: -0.03 1.05 -0.94
C: -2.60 0.18 -0.78
C: -3.92 -0.24 -0.77
O: -4.53 -0.92 -1.77
C: -3.78 -1.21 -2.93
H: -7.01 0.89 1.57
H: -7.81 -0.64 1.12
H: -6.47 -0.65 2.30
H: -4.78 0.97 2.29
H: -2.48 1.71 2.24
H: -0.42 2.09 2.23
H: 1.97 2.67 1.85
H: 3.80 2.48 0.35
H: 3.22 1.22 -2.24
H: 4.70 2.16 -1.93
H: 5.08 -0.34 -1.72
H: 5.48 0.59 -0.26
H: 2.29 -0.70 -1.56
H: 3.36 -2.13 -1.38
H: 1.13 -2.63 -0.43
H: 1.21 -1.15 0.57
H: 3.80 -2.60 2.57
H: 2.80 -1.13 2.35
H: 5.08 -0.71 1.51
H: 4.99 -2.14 0.45
H: -1.95 -0.02 -1.62
H: -3.42 -0.29 -3.41
H: -4.46 -1.73 -3.60
H: -2.92 -1.85 -2.70

Computed properties:
HOMO level: -7.5 eV
LUMO energy: 0.7 eV
net charge: 0
gap between HOMO and LUMO: 8.2 eV
structure (SMILES): COc1ccc(-c2ccc(NCCN3CCOCC3)nn2)cc1OC

Most stable structure - #a; separation to the second - 3.580 eV.

#a
Here is a 2-piece molecular cluster, CH5NO2 overall from OMol25. Energies are from the ωB97M-V functional and the def2-TZVPD basis.

Cartesian coordinates (Å):
N: 1.34 -0.25 -0.11
C: 0.33 0.40 0.50
O: -0.24 1.39 -0.06
H: 1.79 -1.04 0.32
H: 1.50 -0.07 -1.09
H: 0.15 0.12 1.54
O: -1.83 -0.37 -0.05
H: -1.42 0.71 -0.25
H: -1.61 -0.89 -0.83

Computed properties:
HOMO level: -9.9 eV
LUMO energy: 0.7 eV
net charge: 0
gap between HOMO and LUMO: 10.6 eV
structure (SMILES): NC=O.O

#b
Here is a 2-piece molecular cluster, CH5NO2 overall from OMol25. Energies are from the ωB97M-V functional and the def2-TZVPD basis.

Cartesian coordinates (Å):
N: 0.39 0.57 0.90
C: 1.28 -0.37 0.47
O: 1.09 -1.04 -0.52
H: -0.50 0.43 0.43
H: 0.37 0.80 1.88
H: 2.20 -0.45 1.07
O: -1.50 0.34 -1.31
H: -0.90 -0.35 -1.62
H: -2.42 0.07 -1.30

Computed properties:
HOMO level: -10.1 eV
LUMO energy: 0.9 eV
net charge: 0
gap between HOMO and LUMO: 11.0 eV
structure (SMILES): NC=O.O

Most stable structure - #b; separation to the second - 1.216 eV.